Entry 1
The following is a quantum chemistry calculation of a 2-piece molecular cluster, C4H11N3O2 overall, from the OMol25 dataset.

ORCA input file:
```
! wB97M-V def2-TZVPD RIJCOSX def2/J DEFGRID3
* xyz 0 1
H -0.353 0.531 0.508
N -0.257 -0.183 -0.198
C -1.071 -0.158 -1.185
N -0.968 -1.113 -2.149
N -2.042 0.781 -1.385
C -2.046 1.994 -0.587
H -1.503 -1.073 -2.997
H -0.601 -2.004 -1.865
H -2.429 0.902 -2.304
H -2.767 2.682 -1.033
H -1.070 2.477 -0.480
H -2.415 1.790 0.412
C 2.108 -0.361 2.312
C 2.664 -1.374 1.340
O 3.577 -2.103 1.644
O 2.089 -1.429 0.155
H 1.031 -0.273 2.165
H 2.558 0.639 2.283
H 2.303 -0.733 3.308
H 1.191 -0.990 0.055
*
```

Computed properties:
M	133.151	g/mol
SMILES string	[H]/N=C(/N)NC.CC(=O)O

Atomic partial charges in e from the Löwdin method, atoms 1 to 2: 0.048, 0.113

***

Entry 2
The following is a quantum chemistry calculation of a 2-piece molecular cluster, C4H11N3O2 overall, from the OMol25 dataset.

ORCA input file:
```
! wB97M-V def2-TZVPD RIJCOSX def2/J DEFGRID3
* xyz 0 1
C -1.855 -1.325 0.317
N -0.848 -0.436 0.910
C 0.081 -0.866 1.699
N -0.111 -1.889 2.580
N 1.242 -0.159 1.768
H -2.407 -1.796 1.155
H -1.572 -2.228 -0.272
H -2.468 -0.644 -0.321
H -0.783 -2.519 2.191
H 0.556 -2.207 3.260
H 1.387 0.545 1.005
H 1.819 -0.252 2.584
C 0.485 1.715 -3.139
C 0.466 1.316 -1.684
O 1.411 1.194 -0.939
O -0.727 0.775 -1.441
H 0.904 0.839 -3.640
H 1.239 2.541 -3.299
H -0.498 1.986 -3.528
H -0.801 0.618 -0.439
*
```

Computed properties:
M	133.151	g/mol
SMILES string	CN=C(N)N.CC(=O)O

Atomic partial charges in e from the Löwdin method, atoms 1 to 2: -0.140, -0.047

***

Entry 3
The following is a quantum chemistry calculation of a 2-piece molecular cluster, C4H11N3O2 overall, from the OMol25 dataset.

ORCA input file:
```
! wB97M-V def2-TZVPD RIJCOSX def2/J DEFGRID3
* xyz 0 1
H 0.974 0.771 -2.150
N -0.013 0.986 -2.078
C -0.680 0.164 -1.367
N -0.247 -0.998 -0.743
N -2.086 0.302 -1.426
C -3.053 -0.741 -1.105
H 0.541 -0.954 -0.143
H -0.997 -1.547 -0.364
H -2.240 0.693 -2.328
H -3.633 -0.431 -0.233
H -2.623 -1.709 -0.905
H -3.789 -0.787 -1.905
C 2.543 -0.102 2.483
C 2.109 1.080 1.664
O 2.197 2.209 2.061
O 1.634 0.743 0.465
H 3.631 -0.142 2.421
H 2.025 -1.016 2.207
H 2.343 0.061 3.541
H 1.361 1.420 -0.097
*
```

Computed properties:
M	133.151	g/mol
SMILES string	[H]/N=C(\N)NC.CC(=O)O

Atomic partial charges in e from the Löwdin method, atoms 1 to 2: 0.038, 0.090

***

Entry 4
The following is a quantum chemistry calculation of a 2-piece molecular cluster, C4H11N3O2 overall, from the OMol25 dataset.

ORCA input file:
```
! wB97M-V def2-TZVPD RIJCOSX def2/J DEFGRID3
* xyz 0 1
H -0.119 2.306 -1.010
N -0.512 1.412 -0.769
C -1.054 0.723 -1.699
N -1.586 1.289 -2.854
N -1.434 -0.567 -1.450
C -1.086 -1.145 -0.185
H -1.687 0.769 -3.711
H -1.236 2.222 -3.001
H -1.352 -1.149 -2.268
H -1.244 -0.434 0.606
H -0.036 -1.324 -0.186
H -1.699 -2.031 -0.063
C 1.321 -1.362 2.756
C 1.488 -0.385 1.597
O 2.364 -0.436 0.783
O 0.518 0.551 1.704
H 0.344 -1.147 3.175
H 2.143 -1.230 3.455
H 1.374 -2.400 2.432
H 0.222 0.935 0.840
*
```

Computed properties:
M	133.151	g/mol
SMILES string	[H]/N=C(\N)NC.CC(=O)O

Atomic partial charges in e from the Löwdin method, atoms 1 to 2: 0.064, 0.112

***

How do the energies compare? Relative to the most stable structure, in eV: entry 1 0.000; entry 2 0.483; entry 3 0.668; entry 4 0.295.

***

Entry 1
The following is a quantum chemistry calculation of one molecule with the formula C4H10N2O, from the OMol25 dataset.

ORCA input file:
```
! wB97M-V def2-TZVPD RIJCOSX def2/J DEFGRID3
* xyz 0 1
C -0.555 1.995 -0.904
N -0.292 1.224 0.321
C 0.942 0.452 0.153
C 0.706 -0.956 -0.361
N -0.593 -1.590 -0.039
C -0.723 -2.164 1.190
O 0.231 -2.597 1.816
H 0.347 2.494 -1.271
H -1.262 2.809 -0.740
H -0.985 1.312 -1.633
H -0.120 1.853 1.090
H 1.480 0.355 1.097
H 1.670 0.905 -0.532
H 0.776 -1.137 -1.434
H 1.501 -1.608 -0.007
H -1.396 -1.095 -0.360
H -1.727 -2.251 1.615
*
```

Computed properties:
M	102.137	g/mol
SMILES string	CNCCNC=O

Atomic partial charges in e from the Löwdin method, atoms 1 to 2: -0.128, -0.117

***

Entry 2
The following is a quantum chemistry calculation of C4H10N2O as an isolated structure, from the OMol25 dataset.

ORCA input file:
```
! wB97M-V def2-TZVPD RIJCOSX def2/J DEFGRID3
* xyz 0 1
C 0.927 -0.254 -0.243
C 2.205 -0.525 0.488
N -0.111 0.291 0.457
C -1.432 -0.042 0.116
N -2.291 1.050 0.263
C -1.837 -1.250 -0.312
O 1.193 1.366 -1.031
H 2.087 1.737 -1.007
H 0.304 1.361 -0.043
H 0.696 -0.918 -1.077
H -3.265 0.808 0.358
H -1.991 1.708 0.967
H 3.044 -0.644 -0.197
H 2.415 0.269 1.203
H 2.076 -1.455 1.050
H -1.149 -2.073 -0.422
H -2.871 -1.430 -0.569
*
```

Computed properties:
M	102.137	g/mol

Atomic partial charges in e from the Löwdin method, atoms 1 to 2: -0.259, -0.050

***

How do the energies compare? Relative to the most stable structure, in eV: entry 1 0.000; entry 2 2.209.

***

Entry 1
The following is a quantum chemistry calculation of a 2-piece molecular cluster, C5H14N2O overall, from the OMol25 dataset.

ORCA input file:
```
! wB97M-V def2-TZVPD RIJCOSX def2/J DEFGRID3
* xyz 0 1
C 1.277 0.504 -2.337
C 0.731 0.471 -1.104
C 1.558 0.907 0.075
C -0.830 0.397 -0.986
C -1.481 1.616 -0.352
H 2.296 0.836 -2.506
H 0.690 0.366 -3.239
H 2.194 1.765 -0.165
H 2.219 0.083 0.365
H 0.936 1.130 0.946
H -1.078 -0.510 -0.429
H -1.261 0.234 -1.980
H -0.897 2.528 -0.515
H -1.599 1.465 0.726
H -2.481 1.771 -0.770
N -0.748 -1.110 2.270
N 0.251 -1.839 1.594
O -0.363 -2.984 0.965
H -0.581 -1.056 3.275
H -1.669 -1.535 2.143
H 0.654 -1.328 0.705
H 0.182 -3.710 1.320
*
```

Computed properties:
M	118.180	g/mol
SMILES string	C=C(C)CC.NNO

Atomic partial charges in e from the Löwdin method, atoms 1 to 2: 0.028, -0.357

***

Entry 2
The following is a quantum chemistry calculation of a 2-piece molecular cluster, C5H14N2O overall, from the OMol25 dataset.

ORCA input file:
```
! wB97M-V def2-TZVPD RIJCOSX def2/J DEFGRID3
* xyz 0 1
C -3.449 0.044 -0.163
C -2.009 0.155 0.362
C -1.259 -1.131 0.081
C 0.210 -1.111 0.506
N 0.929 -0.091 -0.234
C 2.196 -0.082 -0.168
N 2.960 -0.824 0.706
H -4.015 0.964 -0.056
H -3.938 -0.844 0.173
H -3.437 -0.043 -1.260
H -2.082 0.402 1.418
H -1.565 1.006 -0.142
H -1.751 -1.986 0.549
H -1.255 -1.310 -0.996
H 0.309 -0.957 1.585
H 0.614 -2.104 0.262
H 2.718 0.650 -0.773
H 3.960 -0.815 0.586
H 2.614 -1.743 0.938
O 0.648 2.636 -0.909
H 0.193 2.995 -1.680
H 0.515 1.670 -1.004
*
```

Computed properties:
M	118.180	g/mol
SMILES string	CCCC/N=C\N.O

Atomic partial charges in e from the Löwdin method, atoms 1 to 2: -0.120, -0.263

***

Entry 3
The following is a quantum chemistry calculation of a 2-piece molecular cluster, C5H14N2O overall, from the OMol25 dataset.

ORCA input file:
```
! wB97M-V def2-TZVPD RIJCOSX def2/J DEFGRID3
* xyz 0 1
C -0.491 -2.102 -0.859
C -0.634 -0.787 -0.596
C 0.446 0.201 -0.886
C 0.586 1.341 0.155
N 1.377 1.036 1.386
C 0.719 0.245 2.497
N 0.771 -1.187 2.188
H -1.194 -2.857 -0.526
H 0.348 -2.499 -1.421
H -1.541 -0.552 -0.036
H 0.358 0.580 -1.916
H 1.401 -0.429 -0.975
H -0.471 1.536 0.311
H 1.249 2.169 -0.104
H 2.321 0.763 1.201
H -0.337 0.550 2.595
H 1.257 0.482 3.425
H 1.332 -1.642 2.925
H 1.085 -1.373 1.257
O -2.407 1.080 -3.453
H -2.482 1.561 -2.616
H -2.940 0.324 -3.081
*
```

Computed properties:
M	118.180	g/mol
SMILES string	C=CCCNCN.O

Atomic partial charges in e from the Löwdin method, atoms 1 to 2: -0.016, -0.223

***

How do the energies compare? Relative to the most stable structure, in eV: entry 1 3.447; entry 2 0.000; entry 3 2.138.